No. 1
Computed, not measured: the molecule C5H13N3 in a non-equilibrium geometry, with ωB97M-V/def2-TZVPD.

```
21
C5H13N3 | the Open Molecules 2025 dataset | ωB97M-V/def2-TZVPD
C 0.323 1.515 2.054
N 0.024 0.511 0.892
C -1.088 0.587 -0.017
C -1.889 -0.760 -0.215
N -0.973 -1.870 0.122
C 0.322 0.976 -0.465
C 1.261 0.292 -1.498
N 1.980 -0.950 -1.039
H -0.114 2.604 1.990
H 0.195 1.148 3.071
H 1.538 1.843 1.957
H -1.903 1.263 0.105
H -2.339 -0.978 -1.248
H -2.753 -0.767 0.438
H -1.520 -2.726 -0.334
H -0.653 -2.010 1.022
H 0.311 2.083 -0.667
H 0.518 -0.040 -2.349
H 2.099 0.953 -1.878
H 2.494 -0.991 -0.049
H 1.345 -1.874 -1.043
```

Summary:
ΔE to the lowest compared entry with this formula, charge and spin   408.6 kJ/mol
Strongest force on any atom   0.1326 Eh/bohr
E_HOMO   -0.3075 Eh

---

No. 2
Computed, not measured: a structure of composition C5H13N3 in a non-equilibrium geometry, with ωB97M-V/def2-TZVPD.

```
21
C5H13N3 | the Open Molecules 2025 dataset | ωB97M-V/def2-TZVPD
C -0.596 1.325 0.070
C -1.037 0.676 -1.078
C -1.310 1.180 1.369
C 1.904 0.189 0.867
N -0.409 -1.172 -1.081
N -1.373 -2.035 -0.604
C 1.754 -0.539 -0.765
N 0.776 -1.499 -0.677
H 0.112 2.136 -0.023
H -0.979 -2.761 -0.011
H -1.947 -2.393 -1.355
H -2.081 0.393 -1.126
H -0.665 1.034 -2.030
H -0.609 1.079 2.197
H -1.943 0.299 1.383
H -1.940 2.060 1.587
H 2.321 1.194 0.899
H 2.638 -0.528 1.232
H 1.071 0.073 1.552
H 2.719 -1.007 -0.959
H 1.595 0.296 -1.448
```

Summary:
ΔE to the lowest compared entry with this formula, charge and spin   508.4 kJ/mol
Strongest force on any atom   0.0798 Eh/bohr
E_HOMO (alpha / beta)   -0.2605 / -0.2605 Eh

---

No. 3
Computed, not measured: a cluster of 2 separate species, C5H13N3 in total, with ωB97M-V/def2-TZVPD.

```
21
C5H13N3 | the Open Molecules 2025 dataset | ωB97M-V/def2-TZVPD
C -1.460 -0.905 -1.005
N -2.871 -0.530 -1.051
C -3.233 0.543 -0.521
N -2.349 1.518 0.084
H -1.271 -1.627 -1.798
H -1.219 -1.364 -0.050
H -0.826 -0.035 -1.167
H -4.291 0.815 -0.505
H -2.531 2.409 -0.376
H -2.663 1.692 1.038
C 2.306 1.384 -0.403
C 2.064 0.509 0.557
C 2.278 -0.971 0.465
N 3.044 -1.471 1.610
H 2.004 2.419 -0.328
H 2.824 1.077 -1.306
H 1.530 0.842 1.449
H 1.269 -1.401 0.421
H 2.832 -1.189 -0.448
H 2.966 -2.479 1.668
H 2.670 -1.101 2.476
```

Summary:
ΔE to the lowest compared entry with this formula, charge and spin   192.3 kJ/mol
Strongest force on any atom   0.0143 Eh/bohr
E_HOMO   -0.3401 Eh

---

No. 4
Computed, not measured: the molecule C5H13N3 in a non-equilibrium geometry, with ωB97M-V/def2-TZVPD.

```
21
C5H13N3 | the Open Molecules 2025 dataset | ωB97M-V/def2-TZVPD
C -2.163 1.235 0.735
C -0.827 0.908 1.053
N -0.118 1.076 -0.220
N 0.351 2.356 -0.446
H 0.647 2.437 -1.410
H 1.108 2.629 0.181
H -0.489 -0.229 1.319
H -2.710 2.027 1.228
H -2.641 0.775 -0.117
H -0.395 1.438 1.906
C -0.090 -2.366 0.101
N 1.152 -0.340 -1.773
C 1.145 -0.176 -0.332
C 0.782 -1.230 0.545
H 0.200 -0.391 -2.120
H 1.641 -1.188 -2.039
H 2.007 0.401 0.009
H 1.382 -1.364 1.438
H 0.415 -3.030 -0.611
H -0.992 -1.992 -0.395
H -0.404 -2.977 0.949
```

Summary:
ΔE to the lowest compared entry with this formula, charge and spin   548.8 kJ/mol
Strongest force on any atom   0.0423 Eh/bohr
E_HOMO (alpha / beta)   -0.2854 / -0.2701 Eh

---

No. 5
Computed, not measured: a cluster of 2 separate species, C5H13N3 in total, with ωB97M-V/def2-TZVPD.

```
21
C5H13N3 | the Open Molecules 2025 dataset | ωB97M-V/def2-TZVPD
N -0.170 1.404 -0.048
C 0.611 1.804 1.073
C 0.283 1.756 2.358
N 1.177 2.318 3.328
H 0.152 0.500 -0.414
H 0.015 2.043 -0.807
H 1.570 2.259 0.825
H -0.621 1.292 2.742
H 1.366 1.660 4.072
H 0.787 3.149 3.758
C 1.015 -1.705 -2.937
C -0.157 -1.578 -2.314
N -0.331 -1.512 -0.929
C -1.684 -1.583 -0.412
H 1.909 -1.735 -2.335
H 1.052 -1.655 -4.012
H -1.108 -1.532 -2.836
H 0.300 -2.089 -0.392
H -1.649 -1.845 0.646
H -2.203 -0.624 -0.456
H -2.314 -2.328 -0.910
```

Summary:
ΔE to the lowest compared entry with this formula, charge and spin   198.7 kJ/mol
Strongest force on any atom   0.0153 Eh/bohr
E_HOMO   -0.3048 Eh

---

No. 6
Computed, not measured: the ion C5H13N3 with charge +2 in a non-equilibrium geometry, with ωB97M-V/def2-TZVPD.

```
21
C5H13N3 | the Open Molecules 2025 dataset | ωB97M-V/def2-TZVPD
C -1.906 -0.180 -1.122
N -1.341 0.157 -0.041
C -2.034 0.188 1.298
C 0.055 0.553 -0.020
N 0.242 1.896 0.194
N 1.050 -0.287 -0.220
C 0.914 -1.584 -0.755
C 2.384 0.015 0.180
H -2.955 -0.501 -1.139
H -1.569 -0.074 -2.115
H -2.397 1.224 1.466
H -1.266 -0.292 1.935
H -2.815 -0.514 1.187
H 1.191 2.320 0.303
H -0.556 2.431 0.320
H 1.681 -1.816 -1.466
H 1.186 -2.315 -0.035
H -0.067 -1.915 -0.967
H 2.766 0.907 -0.376
H 2.337 0.595 1.153
H 3.099 -0.807 0.218
```

Summary:
ΔE to the lowest compared entry with this formula, charge and spin   152.1 kJ/mol
Charge   +2
Strongest force on any atom   0.0895 Eh/bohr
E_HOMO   -0.6958 Eh

---

No. 7
Computed, not measured: a cluster of 2 separate species, C5H13N3 in total in a non-equilibrium geometry, with ωB97M-V/def2-TZVPD.

```
21
C5H13N3 | the Open Molecules 2025 dataset | ωB97M-V/def2-TZVPD
C 3.560 -0.524 0.407
C 1.229 -0.791 0.242
C 2.178 1.258 -0.489
C -2.718 0.905 0.527
C -2.318 -1.017 -0.782
N -0.592 0.479 0.117
N 2.358 -0.067 0.077
N -1.720 -0.218 0.351
H 4.434 -0.031 0.376
H 3.554 -1.664 0.612
H 1.252 -1.666 0.919
H 1.184 1.270 -0.876
H 2.771 1.524 -1.419
H 2.654 2.008 0.111
H -2.658 1.546 -0.295
H -3.566 0.286 0.727
H -2.361 1.356 1.414
H -1.736 -1.717 -1.407
H -3.137 -1.711 -0.417
H -2.826 -0.414 -1.438
H -1.542 -0.812 1.244
```

Summary:
ΔE to the lowest compared entry with this formula, charge and spin   471.3 kJ/mol
Spin multiplicity   3
Charge   +2
Strongest force on any atom   0.1246 Eh/bohr
E_HOMO (alpha / beta)   -0.6535 / -0.7084 Eh

---

No. 8
Computed, not measured: the molecule C5H13N3O in a non-equilibrium geometry, with ωB97M-V/def2-TZVPD.

```
22
C5H13N3O | the Open Molecules 2025 dataset | ωB97M-V/def2-TZVPD
H -0.183 -0.904 2.512
N -0.828 -0.699 1.751
C -0.276 -0.334 0.715
N -1.390 0.020 -0.628
C -2.550 -0.835 -0.544
O -1.770 1.371 -0.589
C 0.888 0.128 0.040
C 1.274 -0.562 -1.255
C 1.102 1.629 0.056
N 1.915 -0.553 1.392
H -3.220 -0.629 -1.384
H -3.115 -0.698 0.391
H -2.191 -1.863 -0.570
H -2.283 1.504 0.231
H 2.335 -0.399 -1.444
H 0.698 -0.137 -2.075
H 1.078 -1.632 -1.200
H 0.784 2.063 1.001
H 0.601 2.090 -0.792
H 2.165 1.836 -0.072
H 2.239 -1.456 1.050
H 2.728 0.058 1.413
```

Summary:
ΔE to the lowest compared entry with this formula, charge and spin   500.2 kJ/mol
Strongest force on any atom   0.1273 Eh/bohr
E_HOMO   -0.3080 Eh

---

Which of these has the highest ΔE to the lowest compared entry with this formula, charge and spin?
number 4

---

What is the strongest force on any atom in the third record?
0.0143 Eh/bohr